Record 1
# C17H16FN3O4S3

An isolated molecule of C17H16FN3O4S3 (wB97M-V/def2-TZVPD, the Open Molecules 2025 dataset).

Positions of all 44 atoms, in Å:
O 3.751 -2.043 0.939
S 3.038 -2.453 2.104
O 3.768 -2.892 3.250
N 2.129 -1.119 2.698
C 1.337 -0.433 1.849
N 0.872 -0.931 0.764
C 0.083 -0.044 0.091
C -0.560 -0.290 -1.119
C -1.330 0.708 -1.678
C -1.461 1.934 -1.040
C -0.842 2.211 0.161
C -0.066 1.214 0.723
S 0.845 1.237 2.207
H -0.978 3.174 0.626
S -2.462 3.190 -1.831
O -2.480 4.356 -0.991
O -3.716 2.616 -2.218
N -1.553 3.417 -3.235
C -2.310 4.000 -4.329
H -3.319 3.591 -4.311
H -1.818 3.720 -5.265
C -2.257 5.517 -4.101
H -2.261 6.064 -5.042
H -3.119 5.827 -3.511
C -0.960 5.735 -3.301
H -0.228 6.318 -3.857
H -1.175 6.243 -2.363
C -0.435 4.316 -3.018
H -0.071 4.193 -1.999
H 0.360 4.039 -3.716
H -1.851 0.564 -2.611
H -0.443 -1.252 -1.591
H 2.497 -0.644 3.506
C 1.741 -3.598 1.694
C 1.390 -3.778 0.371
C 0.360 -4.647 0.060
C -0.283 -5.309 1.095
C 0.072 -5.136 2.424
C 1.104 -4.263 2.723
H 1.429 -4.099 3.737
H -0.455 -5.676 3.195
F -1.285 -6.151 0.800
H 0.050 -4.820 -0.958
H 1.926 -3.230 -0.387

net charge = 0
E_LUMO = 0.01051 Ha
HOMO energy = -8.97 eV
structure (SMILES) = O=S(=O)(Nc1nc2ccc(S(=O)(=O)N3CCCC3)cc2s1)c1ccc(F)cc1
2S+1 = 1
molar mass = 441.531 Da
frontier orbital gap = 9.2599 eV

Atomic partial charges in e from the Mulliken method, atoms 1 to 4: number 1, O, carries -0.649; number 2, S, carries 1.297; number 3, O, carries -0.707; number 4, N, carries -0.229

***

Record 2
# C17H16IO3PtS2

A structure of composition C17H16IO3PtS2 (wB97M-V/def2-TZVPD, the Open Molecules 2025 dataset).

Positions of all 40 atoms, in Å:
Pt -0.616 0.232 0.412
S -0.436 -0.376 2.607
C -1.170 -1.964 2.614
C -1.483 -2.570 3.842
C -2.030 -3.834 3.901
C -2.279 -4.531 2.713
C -1.978 -3.950 1.500
C -1.423 -2.660 1.420
S -1.029 -1.977 -0.136
H -1.288 -2.015 4.753
H -2.268 -4.278 4.859
H -2.714 -5.524 2.743
H -2.173 -4.483 0.576
I -3.072 8.505 -2.251
C -2.439 6.612 -1.647
C -1.490 6.502 -0.640
C -1.078 5.237 -0.243
C -1.608 4.101 -0.838
C -2.558 4.231 -1.842
C -2.979 5.488 -2.255
C -1.157 2.739 -0.382
O -0.255 2.655 0.478
O -1.714 1.725 -0.891
H -1.078 7.387 -0.174
H -0.339 5.110 0.538
H -2.963 3.332 -2.289
H -3.718 5.589 -3.039
C 3.657 1.620 0.237
C 3.283 0.470 1.175
C 2.859 -0.590 0.178
O 2.128 0.126 -0.810
C 2.631 1.465 -0.893
H 4.675 1.485 -0.137
H 3.593 2.600 0.710
H 2.423 0.741 1.790
H 4.100 0.150 1.823
H 2.195 -1.351 0.588
H 3.734 -1.076 -0.277
H 1.788 2.142 -0.759
H 3.069 1.628 -1.882

net charge = -1
E_LUMO (alpha / beta) = 0.07356 / 0.07355 Ha
HOMO energy (alpha / beta) = -3.25 / -4.18 eV
2S+1 = 3
molar mass = 654.428 Da
frontier orbital gap (alpha / beta) = 5.2562 / 6.1781 eV

Atomic partial charges in e from the Mulliken method, atoms 1 to 4: number 1, Pt, carries 0.825; number 2, S, carries -0.545; number 3, C, carries 0.383; number 4, C, carries -0.514

***

- Look up the molar mass of the second one.
  654.428 Da

***

- Look up the net charge of the second one.
  -1